Entry 1:
The following is a quantum chemistry calculation of 3 unconnected molecules or ions with the total composition C19H53B2N8O3P2, from OMol25.

Output
net charge	-1
multiplicity	1
orbital gap	5.8	eV

Geometry as XYZ:
```
87
C19H53B2N8O3P2 | OMol25 | wB97M-V/def2-TZVPD
C 0.42167 5.76942 -0.14501
C -0.28018 5.78805 -1.11867
C -1.24321 5.60687 -2.20812
C -0.60274 4.74881 -3.33048
C -0.65554 3.25414 -2.97311
B 0.65970 2.36401 -3.48589
C 0.86152 2.51355 -5.12034
C 2.01033 2.96592 -2.73552
N 2.99490 1.93351 -2.26211
B 0.35175 0.72742 -3.10243
N -0.09312 0.19105 -1.77260
O 0.47069 -0.28910 -4.10787
H 1.21011 5.62028 0.55182
H -2.11546 5.08786 -1.80459
H -1.59025 6.58352 -2.56130
H 0.42303 5.10175 -3.45615
H -1.11995 4.88179 -4.28370
H -1.56810 2.77740 -3.36048
H -0.68874 3.15728 -1.87868
H -0.05665 2.28875 -5.68545
H 1.60919 1.80988 -5.50927
H 1.22957 3.51039 -5.41262
H 2.48899 3.67451 -3.42259
H 1.68217 3.58385 -1.88335
H 3.90366 2.37608 -2.14901
H 2.71589 1.70171 -1.31373
H -0.91318 0.65782 -1.40824
H 0.64726 0.16531 -1.08547
H -0.42385 -0.45891 -4.42369
O 2.52644 -2.37537 1.41640
P 3.13069 -3.39315 0.49496
N 2.48698 -2.89228 -1.00442
C 2.13316 -3.72863 -2.12804
C 2.85421 -1.54114 -1.43475
N 2.33808 -4.80945 1.16032
C 1.23062 -5.44612 0.47139
C 1.98171 -4.67128 2.56912
N 4.40231 -4.34794 -0.11168
C 5.49999 -3.62959 -0.75497
C 4.47301 -5.78524 -0.25631
H 3.00126 -4.13515 -2.67403
H 1.55118 -3.14049 -2.83901
H 1.48369 -4.55298 -1.84715
H 3.88304 -1.48763 -1.81432
H 2.77165 -0.83793 -0.60513
H 2.18755 -1.18222 -2.21630
H 0.39410 -4.75802 0.28765
H 0.85905 -6.28337 1.06885
H 1.54165 -5.89689 -0.47145
H 1.06475 -4.08774 2.71470
H 2.77967 -4.19282 3.13282
H 1.82649 -5.66396 3.00398
H 5.35897 -3.55932 -1.83976
H 6.45739 -4.12042 -0.56730
H 5.58308 -2.61624 -0.36016
H 3.92494 -6.12659 -1.14098
H 4.10260 -6.30571 0.62178
H 5.51387 -6.10124 -0.37519
O -2.43640 2.37115 1.32821
P -3.16936 1.30098 2.08259
N -4.23304 2.32068 2.99727
C -4.67676 2.12211 4.35565
C -5.19999 3.07318 2.20753
N -1.77532 0.77014 3.00377
C -1.57967 1.17313 4.38173
C -0.50407 0.94334 2.29256
N -3.96101 -0.16547 2.42636
C -5.26350 -0.36405 1.79636
C -3.62023 -1.17545 3.40499
H -5.40856 1.30502 4.47516
H -5.15495 3.03473 4.71710
H -3.85282 1.94965 5.04094
H -6.03633 2.44887 1.85921
H -4.71688 3.50758 1.33114
H -5.61509 3.90222 2.78385
H -1.55079 2.26596 4.50485
H -0.63607 0.76464 4.75153
H -2.33903 0.75404 5.04451
H -0.14049 1.97619 2.33358
H -0.59299 0.65681 1.24742
H 0.25305 0.29477 2.74076
H -6.08552 -0.05072 2.45294
H -5.42058 -1.41150 1.53301
H -5.33547 0.20598 0.86877
H -3.93736 -0.88236 4.41153
H -2.55829 -1.39958 3.41026
H -4.12408 -2.11604 3.16410
```

Entry 2:
The following is a quantum chemistry calculation of a molecular structure, C19H54F3FeN12O11, from OMol25.

Output
net charge	+2
multiplicity	6
orbital gap (spin up / spin down)	6.1 / 3.2	eV

Geometry as XYZ:
```
100
C19H54F3FeN12O11 | OMol25 | wB97M-V/def2-TZVPD
Fe 3.36333 -1.64441 3.46138
C 2.29429 0.01487 0.56793
O 0.85291 -0.41158 0.39005
O 2.80591 -0.80289 1.56685
C 3.05079 -0.03148 -0.86266
F 3.29879 -1.32802 -1.05956
F 2.42105 0.53503 -1.86709
F 4.28086 0.47027 -0.68954
C -0.09236 0.62639 0.12056
C -1.51496 -0.01890 0.25183
H -1.64135 -0.57001 1.18371
H -2.28946 0.74570 0.31203
H -1.76016 -0.65386 -0.59952
H -0.05190 0.88150 -0.93839
H -0.02343 1.50346 0.76407
H 2.22578 1.08128 0.78279
C 0.39859 -2.87546 3.18790
O 1.46059 -2.44557 3.61326
N -0.30592 -2.44094 2.18641
N -0.21360 -3.82799 3.72846
H -1.26584 -2.73276 2.07024
H 0.07240 -1.70066 1.61285
H -1.14784 -4.04745 3.41360
H 0.32360 -4.27230 4.45928
C -3.65275 3.39878 -1.56035
O -2.95480 2.43137 -1.72533
N -3.47039 4.19385 -0.58047
N -4.56372 3.70645 -2.47639
H -4.20539 4.86067 -0.39276
H -2.79136 3.97788 0.13534
H -4.67186 3.00709 -3.19702
H -5.10397 4.55721 -2.40973
C 7.85682 -0.23104 -1.85184
O 8.69025 -1.12131 -1.69205
N 8.16050 1.05040 -1.95156
N 6.55680 -0.39875 -1.88714
H 7.35637 1.54066 -2.31640
H 9.12377 1.29664 -2.12924
H 6.24673 -1.33825 -2.09036
H 5.98018 0.42032 -2.01649
C 2.93708 1.21400 4.78488
O 2.78130 0.06501 4.35649
N 3.59744 2.17092 4.13431
N 2.49449 1.60994 5.90675
H 3.99645 2.07612 3.21133
H 3.77544 3.09248 4.50732
H 2.59840 2.59803 6.08835
H 1.97718 1.07708 6.59126
C 2.01488 4.79610 -0.65849
O 2.45563 3.90562 0.03087
N 2.73285 5.79423 -1.18044
N 0.72971 4.85720 -0.90786
H 2.18060 6.61442 -1.38636
H 3.63707 5.86526 -0.73611
H 0.18508 4.14799 -0.43827
H 0.43817 5.60322 -1.52313
C 3.86360 -4.09511 1.56122
O 3.81809 -3.39448 2.49981
N 3.37437 -3.81390 0.41968
N 4.24839 -5.34006 1.53975
H 3.33577 -2.83772 0.16342
H 3.21592 -4.48926 -0.31441
H 4.71731 -5.59461 2.39731
H 4.45526 -5.78710 0.65802
C -3.85241 -2.21633 -2.27431
C -4.30313 -2.78735 -3.57354
C -5.67702 -2.50416 -3.88725
O -3.53818 -2.39289 -4.70369
H -4.66576 -2.19364 -1.54902
H -3.47805 -1.19654 -2.36369
H -3.08434 -2.93084 -1.97826
H -4.21825 -3.86387 -3.42525
H -6.33281 -3.06359 -3.22011
H -6.03051 -2.52318 -4.91817
H -5.91783 -1.46493 -3.66339
H -3.96177 -2.80142 -5.46216
C -3.81967 1.65656 4.01295
C -4.93154 0.66291 3.51542
C -4.44660 -0.70187 3.71002
O -6.11144 0.88329 4.21030
H -3.65665 1.65343 5.09068
H -4.00005 2.66277 3.63465
H -2.91126 1.32078 3.51281
H -5.12316 0.78111 2.44893
H -5.02998 -1.57287 3.41149
H -4.14672 -0.85090 4.74730
H -3.53341 -0.76348 3.11808
H -6.82847 0.33753 3.87922
C -0.16759 -1.28192 -3.03216
C -0.87379 -0.25775 -3.80763
C 0.13492 0.88286 -4.18247
O -1.38042 -0.78537 -5.10355
H 0.40700 -0.76563 -2.26313
H 0.37305 -1.97156 -3.68039
H -0.85891 -1.84732 -2.40726
H -1.63938 0.06750 -3.10323
H -0.29466 1.61846 -4.86252
H 0.95813 0.49034 -4.77942
H 0.52289 1.36975 -3.28775
H -2.24182 -1.19180 -4.98350
```

Entry 3:
The following is a quantum chemistry calculation of a molecular structure, C19H54GaN12O26S, from OMol25.

Output
net charge	-1
multiplicity	1
orbital gap	5.3	eV

Geometry as XYZ:
```
113
C19H54GaN12O26S | OMol25 | wB97M-V/def2-TZVPD
C 1.28341 -4.48388 -3.73862
C 1.43148 -3.51873 -4.90569
O 2.71261 -3.47986 -5.47879
C 3.69319 -2.83381 -4.62814
Ga 3.41044 -0.82322 -4.36739
N 2.10203 -0.26033 -5.68244
C 5.20594 0.13684 -4.56261
C 5.26711 1.24694 -5.62089
C 2.69665 -0.52003 -2.46499
C 1.55198 0.47415 -2.31428
C 0.68191 0.27112 -1.07092
S -0.72823 -0.76083 -1.22301
O -0.76435 -1.54627 -2.41089
O -0.98698 -1.37640 0.04477
O -1.82396 0.41881 -1.40551
H 1.99983 -4.27296 -2.94753
H 1.42599 -5.51429 -4.06833
H 0.28250 -4.39279 -3.31415
H 0.76221 -3.83332 -5.71063
H 1.11907 -2.51416 -4.59003
H 3.72570 -3.35154 -3.65923
H 4.65560 -3.03629 -5.10246
H 2.18543 -0.88938 -6.47611
H 2.30038 0.66984 -6.03806
H 5.96774 -0.61154 -4.79656
H 5.49092 0.55808 -3.59241
H 6.26329 1.37318 -6.04966
H 4.59055 1.05596 -6.45747
H 4.99024 2.21369 -5.19315
H 3.52820 -0.21137 -1.82196
H 2.36938 -1.50025 -2.09270
H 0.92314 0.47519 -3.20807
H 1.94127 1.48404 -2.19872
H 0.30796 1.20306 -0.64910
H 1.24302 -0.25183 -0.29375
H -2.63716 0.00037 -1.72710
C -3.31431 -0.48208 1.65630
N -4.68722 0.06934 1.82666
O -5.62383 -0.57806 1.40361
O -4.78906 1.14506 2.38949
H -3.39155 -1.43990 1.15990
H -2.73314 0.22544 1.07367
H -2.88218 -0.57212 2.64861
C -3.62182 0.37849 5.39597
N -2.52212 -0.08437 6.28030
O -2.32659 -1.27985 6.38277
O -1.87599 0.76904 6.85474
H -4.10727 -0.49556 4.97873
H -4.30506 0.96334 6.00477
H -3.17870 1.00321 4.62643
C -1.39437 2.82189 -6.90257
N -0.27648 2.56165 -5.95430
O 0.84072 2.46458 -6.39080
O -0.60409 2.41844 -4.78653
H -0.99071 2.92571 -7.90223
H -2.05831 1.97018 -6.80786
H -1.90980 3.71723 -6.56883
C 1.14797 0.48464 3.73070
N -0.02170 1.36363 3.46323
O 0.16931 2.43243 2.93168
O -1.12100 0.93883 3.78205
H 2.02461 0.97826 3.33609
H 1.18946 0.33573 4.80600
H 0.96294 -0.46016 3.22743
C -0.44589 2.37457 9.28587
N 0.86441 2.04859 9.91525
O 0.86880 1.28955 10.86312
O 1.84809 2.57178 9.43330
H -1.21776 1.83594 9.82053
H -0.57020 3.45091 9.35663
H -0.39580 2.07032 8.24623
C -3.56740 -0.25158 -4.81169
N -4.54999 0.62208 -5.51863
O -5.72720 0.34589 -5.45856
O -4.08019 1.57404 -6.11218
H -4.11415 -1.04712 -4.32085
H -2.87255 -0.62680 -5.55730
H -3.02870 0.38446 -4.11440
C -0.54183 4.77861 -2.80261
N 0.70009 4.60675 -1.99790
O 0.82329 3.56563 -1.39087
O 1.49763 5.52401 -1.99821
H -1.11608 3.86648 -2.70950
H -1.06127 5.64509 -2.40350
H -0.24253 4.95106 -3.83068
C 4.58481 3.49130 1.85232
N 4.19690 2.16679 2.41337
O 3.49305 1.45298 1.73162
O 4.60215 1.89226 3.52662
H 4.14213 3.57831 0.86784
H 4.21383 4.24494 2.54017
H 5.66973 3.51855 1.82201
C -3.63119 -3.63081 8.41808
N -4.99041 -4.17688 8.68550
O -5.94605 -3.57481 8.23155
O -5.05991 -5.19036 9.34598
H -3.72892 -2.73669 7.81702
H -3.17430 -3.42992 9.38231
H -3.07080 -4.40232 7.89897
C -8.87249 -2.94929 6.93654
N -10.25214 -2.46524 7.22158
O -11.18523 -3.16192 6.87894
O -10.34988 -1.39436 7.78659
H -8.94744 -3.90525 6.43408
H -8.39259 -2.19803 6.31690
H -8.35104 -3.03163 7.88430
C 9.69829 -1.74412 -5.61019
N 8.51643 -0.96310 -6.07844
O 8.58070 0.24704 -6.01696
O 7.57422 -1.60876 -6.47820
H 10.45676 -1.04586 -5.27885
H 9.35230 -2.38652 -4.80606
H 10.03217 -2.34979 -6.44706
```

Entry 4:
The following is a quantum chemistry calculation of 5 unconnected molecules or ions with the total composition C19H54O17P5, from OMol25.

Output
net charge	+1
multiplicity	1
orbital gap	6.4	eV

Geometry as XYZ:
```
95
C19H54O17P5 | OMol25 | wB97M-V/def2-TZVPD
C -5.77792 1.73033 -3.84318
C -4.55056 2.37854 -3.05022
C -3.20371 2.36033 -3.92028
C -2.08127 1.45374 -3.28792
C -2.21372 -0.09745 -3.62649
P -1.99639 -1.12161 -2.05414
C -3.38155 -0.83883 -0.79056
O -2.84461 -0.32528 0.41519
C -3.30341 0.99806 0.73772
H -6.19109 2.43229 -4.61956
H -5.44070 0.75056 -4.29034
H -6.59612 1.48385 -3.10333
H -4.79169 3.40580 -2.66693
H -4.35489 1.67315 -2.19045
H -3.41598 2.15042 -5.00206
H -2.81995 3.42413 -3.87946
H -1.05187 1.79674 -3.60039
H -2.14207 1.55862 -2.16511
H -1.31306 -0.36590 -4.25871
H -3.12836 -0.38176 -4.20541
H -0.75167 -0.82825 -1.41995
H -1.95724 -2.52733 -2.35267
H -3.80082 -1.86938 -0.57271
H -4.22254 -0.25243 -1.24164
H -3.95053 1.48187 -0.03822
H -3.87743 1.01945 1.71046
H -2.41592 1.68382 0.88553
C 0.06689 -7.64315 -4.26276
O 0.95327 -6.51866 -4.33394
P 0.72758 -5.33390 -3.11184
O 1.49256 -4.25510 -3.85580
O 1.71925 -6.17477 -2.10794
C 3.00199 -6.59334 -2.55454
O 0.26878 -4.30212 -1.82538
C 0.33468 -4.75730 -0.47244
H 0.37313 -8.37239 -5.01187
H 0.11219 -8.10997 -3.27368
H -0.95657 -7.32664 -4.47396
H 3.37685 -5.97247 -3.37053
H 2.95029 -7.63249 -2.88716
H 3.69336 -6.53422 -1.71577
H 1.36864 -4.72362 -0.12580
H -0.06574 -5.76456 -0.36830
H -0.25176 -4.07759 0.14938
C 5.84020 -0.24552 -5.29001
O 5.70018 -0.36829 -3.86918
P 4.63109 0.76144 -3.14166
O 5.18616 0.48677 -1.75652
O 3.38208 -0.26285 -3.45055
C 3.48872 -1.64062 -3.11273
O 3.54326 1.94332 -2.55200
C 2.19459 1.98806 -2.99925
H 6.44867 -1.07435 -5.65024
H 4.86202 -0.28401 -5.78043
H 6.33904 0.69384 -5.53677
H 4.21718 -1.81703 -2.31845
H 3.77847 -2.20808 -3.99937
H 2.51288 -1.99483 -2.78427
H 1.61505 1.21278 -2.49061
H 2.12595 1.86357 -4.07970
H 1.77403 2.95850 -2.72712
C 4.04227 2.03077 0.86548
O 2.85707 1.47296 1.45758
P 2.54480 1.95157 3.07486
O 1.56695 0.82246 3.34347
O 1.75184 3.29527 2.54333
C 0.72829 3.17900 1.57634
O 2.53772 2.53311 4.68024
C 2.46997 3.93497 4.94081
H 4.07236 1.74275 -0.18305
H 4.03191 3.12424 0.93634
H 4.92778 1.63636 1.36721
H 0.27688 2.18325 1.57274
H 1.13793 3.39289 0.58494
H -0.04072 3.91860 1.79878
H 1.44208 4.28062 4.81620
H 3.13935 4.49643 4.29055
H 2.75962 4.10532 5.97862
C 0.08912 1.43969 6.08319
O -0.49273 2.55214 6.78030
P -2.20532 2.63853 6.69344
O -2.27233 4.09553 7.11001
O -2.34325 1.63972 7.99416
C -1.62966 1.92163 9.18748
O -3.87798 2.50982 6.36575
C -4.62261 1.36795 6.78091
H 1.15639 1.41798 6.29152
H -0.35796 0.49681 6.41763
H -0.05919 1.55749 5.01031
H -1.38180 2.98090 9.27843
H -0.70908 1.33306 9.20873
H -2.24690 1.62669 10.03473
H -4.84578 1.44474 7.84650
H -4.08655 0.44240 6.57363
H -5.56921 1.35824 6.23725
```

Entry 5:
The following is a quantum chemistry calculation of a molecular structure, C19H55BHgO7, from OMol25.

Output
energy above the lowest of the compared OMol25 structures with the same formula, charge and spin	17.7	kcal/mol
multiplicity	1
orbital gap	8.5	eV

Geometry as XYZ:
```
83
C19H55BHgO7 | OMol25 | wB97M-V/def2-TZVPD
Hg 25.77509 -16.75476 -10.41138
B 23.41886 -16.66057 -9.87166
H 22.28837 -16.63385 -9.70800
H 23.89084 -17.45731 -9.18794
H 23.67247 -16.80595 -10.99064
H 23.88108 -15.63910 -9.59576
C 25.11851 -15.15807 -12.93748
O 26.28759 -15.58456 -12.28514
H 24.60720 -14.34764 -12.40606
H 25.21455 -14.88216 -13.99404
H 24.41619 -16.00307 -13.00739
C 20.08983 -19.91214 -11.78378
C 20.51990 -18.65241 -11.01982
C 19.32917 -17.98849 -10.36946
O 21.49130 -18.96917 -10.01901
H 20.11145 -20.80540 -11.15729
H 20.74037 -20.12898 -12.63417
H 19.09313 -19.84339 -12.22046
H 20.93598 -17.93522 -11.73435
H 18.82956 -18.62319 -9.63558
H 18.59453 -17.81660 -11.16278
H 19.54638 -17.01234 -9.93744
H 21.97656 -18.12077 -9.92813
C 26.62055 -13.52013 -7.19667
C 25.76183 -14.05674 -8.33705
C 25.19491 -12.94169 -9.22978
O 26.58946 -14.90444 -9.16731
H 26.15852 -12.65483 -6.72077
H 27.60164 -13.21398 -7.56572
H 26.79250 -14.26835 -6.42136
H 24.92359 -14.58220 -7.88240
H 24.34835 -13.32830 -9.79693
H 25.94082 -12.59539 -9.94899
H 24.86713 -12.07804 -8.65244
H 27.11520 -14.31059 -9.71805
C 21.33203 -21.85833 -8.07885
C 22.60880 -21.20997 -7.59043
C 23.57108 -22.16378 -6.91034
O 23.25007 -20.55881 -8.69223
H 21.49774 -22.55851 -8.89780
H 20.62405 -21.10271 -8.42691
H 20.76948 -22.36365 -7.28893
H 22.41142 -20.39996 -6.87665
H 23.81630 -23.01887 -7.54007
H 23.12785 -22.45129 -5.95512
H 24.50342 -21.67575 -6.61924
H 22.58828 -19.98014 -9.12300
C 26.68530 -19.83412 -13.26889
C 25.45359 -19.09355 -12.72714
C 24.07787 -19.74097 -12.97030
O 25.54664 -19.00871 -11.29870
H 26.51933 -20.86912 -12.95902
H 27.58401 -19.43350 -12.80099
H 26.85729 -19.74844 -14.34019
H 25.35626 -18.10066 -13.16990
H 24.00859 -20.72174 -12.49421
H 24.07994 -19.96238 -14.04507
H 23.24163 -19.08567 -12.74731
H 25.44224 -19.89816 -10.94081
C 24.86241 -18.43296 -6.55724
C 25.96482 -17.59258 -7.19456
C 27.21557 -17.53326 -6.33501
O 26.27660 -18.06653 -8.50693
H 24.09133 -18.73799 -7.26210
H 24.42182 -17.99135 -5.66393
H 25.33944 -19.35535 -6.20263
H 25.59449 -16.57004 -7.28140
H 27.98832 -16.89608 -6.77082
H 27.71340 -18.49579 -6.19326
H 26.98383 -17.10909 -5.35648
H 26.34326 -19.02487 -8.39976
C 21.59354 -16.37647 -6.51660
C 20.55327 -15.53209 -7.31058
C 19.86108 -14.55778 -6.39054
O 21.24892 -14.76096 -8.27992
H 22.48722 -15.79180 -6.29187
H 21.98343 -17.25805 -7.02893
H 21.07930 -16.69320 -5.60712
H 19.81743 -16.15350 -7.82837
H 20.64451 -13.97601 -5.89630
H 19.30224 -15.02895 -5.58062
H 19.20721 -13.85581 -6.90643
H 21.91376 -15.31433 -8.71648
```

Number 1: total energy -2151.820115 hartree. Number 2: total energy -3803.871900 hartree. Number 3: total energy -5691.591961 hartree. Number 4: total energy -3741.642003 hartree. Number 5: total energy -1461.697903 hartree.